No. 1
This record from OMol25 describes a molecular structure, C48H64N5OOsS2Se. The level of theory is ωB97M-V/def2-TZVPD.

Computed properties:
Total charge: +1
<S²>: 6.049
2S+1: 5
Largest force on an atom in eV/A: 3.150
Electronic energy in hartree: -5504.59082
Frontier orbital gap (spin up / spin down) in eV: 5.9528 / 5.6434

Geometry as XYZ:
```
122
Properties=species:S:1:pos:R:3:mulliken_charge:R:1
Os -0.94 -0.18 0.13 2.415
C -4.60 -2.93 0.82 -1.849
C -3.74 -2.70 -0.42 2.366
C -4.60 -2.80 -1.68 -1.636
C -2.55 -3.64 -0.51 0.847
C -2.77 -5.02 -0.30 -0.638
C -1.71 -5.91 -0.29 -1.422
C -0.42 -5.40 -0.45 -0.535
C -0.18 -4.04 -0.70 0.270
C 1.24 -3.62 -0.96 2.146
C 2.20 -4.12 0.15 -1.640
C 1.65 -4.09 -2.37 -1.592
C -1.26 -3.15 -0.70 -0.698
N -1.14 -1.74 -1.05 0.944
C -1.40 -1.34 -2.31 -0.468
C -1.95 -0.07 -2.49 -1.020
N -2.20 0.68 -1.38 -0.058
C -3.02 1.79 -1.41 0.138
C -2.96 2.76 -0.35 -0.084
C -3.42 4.05 -0.59 -0.171
C -4.07 4.39 -1.79 -1.713
C -4.28 3.37 -2.73 -0.477
C -3.90 2.03 -2.50 0.478
C -4.48 0.99 -3.48 0.678
C -6.01 1.10 -3.48 -1.576
C -3.96 1.16 -4.93 -1.413
C -2.47 2.49 1.04 3.617
C -3.61 2.56 2.07 -1.686
C -1.36 3.52 1.46 -1.933
H -5.27 -2.10 1.02 0.414
H -3.96 -3.06 1.70 0.392
H -5.18 -3.85 0.77 0.422
H -3.37 -1.70 -0.34 -1.276
H -4.94 -3.83 -1.84 0.432
H -4.00 -2.60 -2.58 0.290
H -5.50 -2.16 -1.64 0.372
H -3.78 -5.42 -0.16 0.321
H -1.84 -6.98 -0.13 0.402
H 0.45 -6.04 -0.38 0.356
H 1.25 -2.52 -0.94 -0.906
H 3.17 -3.62 0.09 0.351
H 2.33 -5.20 0.07 0.404
H 1.79 -3.84 1.13 0.367
H 1.62 -5.18 -2.42 0.424
H 2.63 -3.71 -2.67 0.391
H 0.94 -3.73 -3.15 0.289
H -1.19 -2.04 -3.13 0.429
H -2.22 0.29 -3.47 0.160
H -3.20 4.81 0.15 0.441
H -4.44 5.40 -1.97 0.410
H -4.78 3.58 -3.66 0.376
H -4.18 0.00 -3.15 0.030
H -6.31 1.99 -4.06 0.422
H -6.46 1.30 -2.50 0.353
H -6.52 0.27 -3.95 0.410
H -4.50 2.03 -5.40 0.417
H -4.13 0.26 -5.53 0.334
H -2.92 1.39 -4.98 0.335
H -2.04 1.46 1.06 -2.044
H -4.09 3.53 2.06 0.436
H -3.25 2.35 3.07 0.413
H -4.35 1.80 1.84 0.349
H -1.76 4.38 2.01 0.470
H -0.84 3.90 0.57 0.352
H -0.66 3.04 2.16 0.430
O 2.19 2.59 1.47 -0.577
H 2.38 1.74 1.04 0.141
H 2.72 3.24 0.97 0.296
N -2.87 -0.71 3.10 -0.137
C -1.58 -0.94 3.37 0.314
N -1.12 -1.00 4.65 -0.423
S -0.41 -1.06 2.11 -0.129
H -3.59 -1.05 3.73 0.308
H -3.09 -0.69 2.11 -0.296
H -1.76 -0.66 5.38 0.244
H -0.11 -0.86 4.79 0.196
N 0.45 1.16 -0.70 -0.529
S 1.06 1.64 -2.30 0.679
C 2.72 1.03 -2.48 0.172
C 2.98 -0.23 -1.95 0.146
C 4.24 -0.85 -2.03 -0.287
C 5.29 -0.20 -2.63 -0.735
C 5.05 1.04 -3.24 -0.750
C 3.80 1.64 -3.20 -0.486
C 1.38 3.39 -2.58 0.548
C 2.38 4.11 -1.88 -0.229
C 2.61 5.47 -2.14 -0.877
C 1.88 6.14 -3.11 -0.488
C 0.93 5.42 -3.83 -0.713
C 0.66 4.06 -3.56 -0.498
H 0.54 2.00 -0.07 -0.036
H 2.16 -0.77 -1.48 -0.422
H 4.35 -1.81 -1.53 0.416
H 6.27 -0.63 -2.63 0.472
H 5.88 1.53 -3.73 0.408
H 3.72 2.59 -3.70 0.440
H 3.07 3.62 -1.19 0.730
H 3.37 6.00 -1.59 0.436
H 2.07 7.19 -3.28 0.415
H 0.34 5.93 -4.58 0.405
H -0.13 3.57 -4.12 0.530
C 6.19 -0.54 7.42 -1.473
C 5.38 -0.69 6.13 0.671
C 4.69 -1.87 5.86 -1.225
C 4.00 -2.05 4.65 0.819
C 3.25 -3.31 4.40 -1.125
C 4.05 -1.00 3.66 0.335
Se 3.27 -1.17 1.93 0.028
C 4.76 0.17 3.93 1.180
C 4.88 1.27 2.92 -1.436
C 5.39 0.34 5.17 -1.107
H 6.32 -1.50 7.89 0.387
H 5.68 0.10 8.14 0.305
H 7.21 -0.15 7.24 0.350
H 4.70 -2.67 6.61 0.294
H 2.16 -3.11 4.40 0.169
H 3.47 -3.70 3.40 0.252
H 3.48 -4.09 5.16 0.370
H 3.89 1.62 2.59 0.194
H 5.48 0.97 2.05 0.316
H 5.38 2.09 3.44 0.403
H 5.92 1.27 5.36 0.342
```

***

No. 2
This record from OMol25 describes a molecular structure, C48H65BCl4N7O5PSr. The level of theory is ωB97M-V/def2-TZVPD.

Computed properties:
Total charge: -2
Largest force on an atom in eV/A: 0.797
Electronic energy in hartree: -4865.55378
Frontier orbital gap in eV: 5.4310
ΔE to the lowest compared entry with this formula, charge and spin in kcal/mol: 55.6

Geometry as XYZ:
```
132
Properties=species:S:1:pos:R:3:mulliken_charge:R:1
Sr -0.17 1.85 -0.16 1.007
C -4.16 0.80 -0.35 -0.805
C -4.51 -0.58 0.18 1.598
C -5.47 -1.30 -0.76 -1.828
C -3.29 -1.43 0.43 -0.332
C -3.21 -2.65 1.11 -0.703
C -1.88 -2.98 1.11 -0.355
C -1.39 -4.22 1.81 0.351
C -0.02 -4.07 2.44 -1.281
C -1.53 -5.49 0.97 -1.622
N -1.19 -2.01 0.44 0.677
N -2.09 -1.05 0.04 -0.040
B 0.27 -1.48 0.00 1.480
N 1.36 -1.11 1.07 0.667
N 1.34 0.24 1.35 1.893
C 2.38 0.51 2.12 -1.138
C 3.13 -0.65 2.33 -0.968
C 2.48 -1.64 1.62 -0.354
C 3.08 -2.98 1.30 3.405
C 4.36 -2.75 0.48 -1.665
C 3.40 -3.79 2.56 -1.905
C 2.67 1.93 2.54 2.494
C 1.73 2.40 3.65 -1.426
C 4.12 2.09 2.97 -2.186
N 0.86 -1.93 -1.36 0.684
N 1.10 -0.83 -2.13 0.317
C 1.74 -1.23 -3.21 -0.494
C 1.94 -2.62 -3.17 -0.953
C 1.37 -3.02 -1.97 -0.112
C 1.10 -4.42 -1.52 3.148
C 2.35 -5.30 -1.52 -1.706
C 0.03 -5.06 -2.41 -1.792
C 2.18 -0.20 -4.21 2.476
C 2.26 -0.78 -5.62 -1.973
C 3.50 0.42 -3.78 -1.636
H -5.07 1.41 -0.43 0.492
H -3.71 0.75 -1.34 -0.111
H -3.47 1.33 0.31 -0.158
H -5.00 -0.46 1.15 -0.337
H -5.01 -1.46 -1.74 0.327
H -6.38 -0.72 -0.91 0.462
H -5.76 -2.28 -0.37 0.399
H -3.99 -3.18 1.62 0.550
H -2.10 -4.34 2.63 0.692
H 0.78 -4.13 1.71 -0.074
H 0.16 -4.86 3.18 0.571
H 0.07 -3.11 2.95 0.277
H -0.96 -5.45 0.05 0.122
H -2.57 -5.65 0.70 0.452
H -1.18 -6.36 1.54 0.420
H -0.13 -0.43 -0.28 -2.185
H 4.07 -0.73 2.85 0.466
H 2.38 -3.53 0.67 -2.104
H 5.09 -2.22 1.09 0.431
H 4.16 -2.15 -0.40 0.310
H 4.80 -3.70 0.17 0.451
H 4.16 -3.26 3.14 0.391
H 3.79 -4.77 2.29 0.407
H 2.53 -3.91 3.20 0.343
H 2.51 2.56 1.65 -0.975
H 1.75 1.70 4.50 0.316
H 0.69 2.47 3.32 0.204
H 2.02 3.39 4.01 0.425
H 4.32 1.53 3.88 0.365
H 4.34 3.14 3.17 0.448
H 4.80 1.76 2.19 0.420
H 2.41 -3.25 -3.91 0.407
H 0.71 -4.37 -0.50 -2.130
H 2.71 -5.44 -2.54 0.395
H 2.13 -6.29 -1.10 0.425
H 3.16 -4.85 -0.95 0.075
H 0.43 -5.19 -3.42 0.397
H -0.85 -4.42 -2.48 0.384
H -0.28 -6.04 -2.04 0.466
H 1.42 0.59 -4.20 -0.982
H 3.05 -1.54 -5.69 0.321
H 2.51 0.01 -6.34 0.459
H 1.32 -1.24 -5.93 0.406
H 4.29 -0.34 -3.73 0.339
H 3.40 0.87 -2.79 0.285
H 3.82 1.20 -4.48 0.374
Cl 5.84 5.61 -0.54 -0.274
C 4.16 5.18 -0.68 0.353
C 3.19 6.15 -0.72 0.288
Cl 3.62 7.84 -0.65 -0.278
C 1.84 5.78 -0.83 0.659
Cl 0.59 6.99 -0.87 -0.269
C 1.43 4.45 -0.90 -0.664
O 0.19 4.07 -0.96 0.110
C 2.45 3.41 -0.87 -1.463
O 2.07 2.19 -0.91 0.154
C 3.79 3.82 -0.75 0.986
Cl 5.00 2.58 -0.67 -0.249
N -1.18 0.20 3.28 -0.275
C -2.54 0.13 3.47 0.399
C -3.13 -1.07 3.87 -0.486
C -4.49 -1.17 4.11 -0.494
C -5.30 -0.06 3.96 -1.047
C -4.72 1.14 3.57 -0.494
C -3.35 1.28 3.34 0.392
C -2.80 2.64 3.03 -0.041
C -3.32 3.68 3.80 -0.241
C -2.97 5.00 3.56 -0.897
C -2.11 5.28 2.51 -0.934
C -1.58 4.23 1.76 -1.395
C -1.87 2.86 1.98 0.771
H -0.75 -0.66 2.96 -0.108
H -0.93 0.99 2.69 -0.035
H -2.50 -1.95 3.97 0.406
H -4.92 -2.13 4.41 0.377
H -6.37 -0.12 4.12 0.328
H -5.34 2.02 3.43 0.488
H -3.99 3.45 4.62 0.460
H -3.37 5.80 4.18 0.322
H -1.82 6.30 2.28 0.459
H -0.90 4.51 0.97 0.563
C -2.29 4.43 -2.56 -0.618
O -2.15 3.19 -3.26 -0.448
P -0.79 2.30 -3.13 0.593
O -1.21 1.18 -4.24 -0.401
C -1.85 0.00 -3.74 -0.392
O 0.29 3.12 -4.00 0.032
C 0.03 3.51 -5.34 -0.880
H -3.08 4.98 -3.06 0.389
H -1.35 4.99 -2.56 0.229
H -2.56 4.26 -1.52 0.121
H -1.59 -0.82 -4.40 0.292
H -2.93 0.14 -3.74 0.311
H -1.51 -0.24 -2.73 -0.176
H 0.67 4.36 -5.56 0.198
H -1.02 3.80 -5.46 0.333
H 0.25 2.69 -6.02 0.205
```

***

No. 3
This record from OMol25 describes a molecular structure, C48H69BClN20O6P. The level of theory is ωB97M-V/def2-TZVPD.

Computed properties:
Total charge: 0
Largest force on an atom in eV/A: 13.220
Electronic energy in hartree: -4242.81214
Frontier orbital gap in eV: 4.9033

Geometry as XYZ:
```
146
Properties=species:S:1:pos:R:3:mulliken_charge:R:1
C -3.39 0.51 1.47 -0.540
C -4.12 -0.23 0.47 -0.533
N -3.95 0.18 -0.95 0.550
C -3.00 -0.53 -1.83 -0.230
C -2.11 -1.78 -1.37 0.374
C -2.12 -3.02 -2.39 0.233
C -0.74 -3.85 -2.60 -0.644
N -3.17 -3.48 -3.07 -0.722
C -2.79 -0.04 -3.32 -0.175
C -3.61 1.19 -3.82 0.275
C -3.48 1.85 -5.30 0.051
O -3.95 1.32 -6.35 -0.584
O -2.73 3.09 -5.33 0.167
B -1.42 2.84 -4.69 0.030
O -0.45 2.15 -5.54 -0.545
N -1.18 3.25 -3.28 0.158
C -1.95 4.47 -2.88 -0.069
C 0.28 3.38 -2.94 -0.745
C -4.66 1.91 -2.86 -0.425
P -5.66 3.37 -3.56 0.644
O -7.19 2.66 -3.99 -0.557
Cl -5.99 4.87 -2.11 -0.238
C -4.77 1.32 -1.40 0.739
C -5.78 2.00 -0.34 -0.169
O -5.35 2.96 0.42 -0.594
O -7.13 1.57 -0.18 -0.403
H -2.99 1.58 1.29 0.240
H -3.20 0.09 2.53 0.268
H -4.81 -1.07 0.85 0.297
H -1.01 -1.44 -1.28 -0.164
H -2.42 -2.15 -0.32 0.377
H 0.19 -3.18 -2.56 -0.040
H -0.71 -4.40 -3.63 0.327
H -0.72 -4.70 -1.81 0.281
H -3.97 -2.86 -2.84 0.312
H -2.05 -0.59 -4.00 0.452
H -0.12 1.36 -5.04 0.231
H -1.70 4.67 -1.76 0.118
H -3.06 4.20 -2.90 -0.332
H -1.78 5.39 -3.55 0.284
H 0.98 3.44 -3.85 0.208
H 0.43 4.37 -2.35 0.370
H 0.54 2.54 -2.19 0.238
H -7.16 1.73 -3.65 0.374
C 0.63 -2.09 1.69 -0.412
C 1.08 -2.10 0.25 0.307
N 1.43 -2.10 -0.88 -0.312
H -0.46 -2.08 1.73 0.257
H 1.01 -2.97 2.20 0.125
H 1.02 -1.20 2.19 0.034
C -4.16 4.10 -8.65 -0.381
C -3.18 5.25 -8.71 0.362
N -2.41 6.15 -8.75 -0.488
H -3.71 3.26 -8.13 -0.107
H -5.06 4.41 -8.11 0.311
H -4.43 3.80 -9.66 0.333
C -3.13 6.63 1.11 -0.733
C -1.86 6.16 0.46 0.524
N -0.84 5.77 -0.06 -0.596
H -3.76 5.78 1.35 0.191
H -2.90 7.19 2.02 0.319
H -3.67 7.29 0.42 0.316
C 2.95 0.27 -4.10 -0.728
C 1.68 -0.53 -3.94 0.415
N 0.69 -1.17 -3.81 -0.469
H 2.71 1.28 -4.44 0.293
H 3.47 0.32 -3.15 0.154
H 3.59 -0.22 -4.83 0.394
C 3.62 -5.05 -0.50 -0.119
C 2.33 -5.82 -0.34 0.361
N 1.31 -6.42 -0.22 -0.556
H 3.41 -4.04 -0.86 -0.150
H 4.14 -5.00 0.45 0.034
H 4.26 -5.55 -1.23 0.352
C -0.07 -5.20 4.92 -0.684
C 0.87 -4.03 4.82 0.490
N 1.62 -3.11 4.74 -0.500
H 0.41 -6.01 5.46 0.093
H -0.98 -4.90 5.45 0.310
H -0.34 -5.54 3.92 0.286
C -9.80 1.46 3.33 -0.860
C -8.96 1.59 2.09 0.494
N -8.28 1.69 1.11 -0.422
H -9.19 1.63 4.22 0.254
H -10.61 2.19 3.31 0.251
H -10.23 0.45 3.38 0.256
C 0.43 5.61 3.42 -0.518
C -0.43 4.57 4.08 0.380
N -1.10 3.74 4.61 -0.472
H 0.41 6.53 4.00 0.276
H 1.46 5.26 3.35 0.263
H 0.06 5.81 2.41 0.053
C -1.28 1.73 -10.11 -0.522
C -2.04 1.92 -11.40 0.248
N -2.63 2.08 -12.41 -0.415
H -0.22 1.60 -10.32 0.328
H -1.42 2.59 -9.46 0.115
H -1.65 0.84 -9.59 0.245
C 2.92 1.18 2.19 -0.886
C 2.44 1.56 0.82 0.517
N 2.06 1.86 -0.27 -0.490
H 3.58 0.31 2.13 0.298
H 3.48 2.01 2.63 0.374
H 2.07 0.95 2.83 0.150
C 3.04 -7.07 7.23 -0.713
C 2.55 -7.43 5.86 0.403
N 2.15 -7.72 4.77 -0.457
H 2.25 -6.58 7.80 0.268
H 3.35 -7.98 7.76 0.312
H 3.89 -6.40 7.15 0.251
C 6.30 -6.69 2.78 -0.714
C 6.25 -6.26 1.34 0.473
N 6.21 -5.92 0.20 -0.487
H 6.58 -5.84 3.41 0.275
H 5.33 -7.06 3.09 0.187
H 7.04 -7.48 2.90 0.309
C 3.04 -0.86 7.97 -0.374
C 3.99 -2.00 7.76 0.270
N 4.75 -2.91 7.59 -0.471
H 2.43 -0.71 7.08 0.092
H 2.39 -1.07 8.82 0.340
H 3.60 0.06 8.17 0.113
C -0.75 0.96 6.81 -0.568
C -0.04 0.46 8.04 0.437
N 0.51 0.06 9.02 -0.543
H -1.83 0.83 6.92 0.301
H -0.53 2.02 6.67 0.206
H -0.41 0.40 5.94 0.171
C 7.08 -0.57 -2.06 -0.817
C 6.35 -0.40 -3.36 0.545
N 5.76 -0.27 -4.39 -0.559
H 8.14 -0.71 -2.26 0.308
H 6.94 0.32 -1.45 0.286
H 6.69 -1.44 -1.53 0.233
C 5.61 3.04 9.29 -0.784
C 5.11 2.67 7.92 0.383
N 4.72 2.39 6.82 -0.422
H 4.82 3.54 9.85 0.270
H 5.91 2.14 9.82 0.274
H 6.47 3.71 9.20 0.306
C 4.30 -3.87 -5.01 -0.970
C 4.57 -3.27 -3.67 0.448
N 4.79 -2.79 -2.60 -0.363
H 4.47 -4.95 -4.98 0.361
H 3.26 -3.68 -5.30 0.280
H 4.96 -3.43 -5.76 0.304
```

***

Question: What is the formula in the second record?
Answer: C48H65BCl4N7O5PSr

***

Question: The lowest largest force on an atom belongs to which entry?
Answer: C48H65BCl4N7O5PSr

***

Question: largest force on an atom of number 2 (C48H65BCl4N7O5PSr)?
Answer: 0.797 eV/A